Computed, not measured: a structure of composition CH3Cl2P at a distorted geometry, with ωB97M-V/def2-TZVPD.

Values from the calculation:
Frontier orbital gap: 0.314 Eh
Energy relative to the best compared isomer or geometry (same formula, charge and spin): 1.523 eV
Strongest force on any atom: 3.2 eV Å⁻¹
LUMO: -1.53 eV
Energy: -35419.0126 eV

Each line ends with the natural charge from an NBO analysis.
Cartesian coordinates (Å):
C -0.811 0.032 -0.074  -1.10
P 0.748 -0.393 -0.816  1.01
Cl 2.055 1.665 0.294  -0.51
Cl 1.425 -1.774 0.462  -0.24
H -1.419 -0.898 -0.218  0.26
H -1.484 0.868 -0.509  0.28
H -0.514 0.499 0.862  0.29